<P>
DFT (ωB97M-V with the def2-TZVPD basis set) results for a cluster of 3 separate species, C3H10O3 in total.

Each line ends with the Mulliken charge.
Geometry (Å):
C: 1.24464 0.09732 -2.01744  -0.86
C: -0.01620 0.01978 -1.22153  -0.24
C: -0.25533 -0.87219 -0.22206  0.02
O: 0.65008 -1.35344 0.68823  -0.50
H: 1.38307 1.18789 -2.15383  0.25
H: 1.32473 -0.44369 -3.04275  0.22
H: 2.02024 -0.22358 -1.37110  0.28
H: -0.90363 0.40874 -1.72124  0.28
H: -1.33069 -1.19723 0.11448  0.24
H: 1.60488 -1.07214 0.39357  0.30
O: -4.67294 1.86091 0.69291  -0.65
H: -5.25826 1.85092 1.56576  0.34
H: -4.21743 1.00834 0.73809  0.31
O: 2.99811 -0.68908 2.24679  -0.64
H: 2.04755 -0.47079 2.35528  0.34
H: 3.38118 -0.11178 2.95485  0.31

Results
- lowest unoccupied orbital energy (eV) = 0.61
- HOMO-LUMO gap (eV) = 9.23
- multiplicity = 1
- SMILES = C/C=C\O.O.O

<Q>
DFT (ωB97M-V with the def2-TZVPD basis set) results for a cluster of 4 separate species, C3H10O3 in total.

Each line ends with the Mulliken charge.
Geometry (Å):
C: 1.85130 -4.57484 0.79077  -0.13
C: 0.98602 -3.67006 0.54347  0.06
O: 0.11912 1.42615 -0.42581  -0.77
C: 1.50890 -2.30079 0.03631  -0.79
H: -0.09111 -3.68772 0.42716  0.39
H: 2.14753 -5.04087 1.72932  0.32
H: -0.36273 1.73477 0.35678  0.30
H: 1.23507 -2.29136 -1.01112  0.30
H: 2.52593 -2.04201 0.29282  0.37
H: 0.87035 -1.57979 0.54759  0.29
H: -0.50489 1.90959 -1.09466  0.44
H: -1.81901 3.45540 -0.06979  0.43
O: -1.87026 3.74473 0.90412  -0.73
H: -1.43900 4.61623 0.92282  0.29
H: -2.45829 2.57077 -1.93894  0.21
O: -1.61935 2.81612 -1.54038  -0.98

Results
- lowest unoccupied orbital energy (eV) = -5.02
- HOMO-LUMO gap (eV) = 1.96
- multiplicity = 1

<R>
DFT (ωB97M-V with the def2-TZVPD basis set) results for a cluster of 3 separate species, C3H10O3 in total.

Each line ends with the Mulliken charge.
Geometry (Å):
C: 0.18234 0.23950 1.94298  -1.22
C: 0.53532 -0.27073 0.75534  0.81
C: -0.17618 -1.47137 0.19736  -0.99
O: 1.74367 0.04656 0.14365  -0.49
H: -0.43469 -0.30834 2.64410  0.29
H: 0.41445 1.28955 2.14940  0.38
H: 0.51872 -2.29932 0.01728  0.35
H: -0.51494 -1.17420 -0.80314  0.22
H: -0.97299 -1.74723 0.87241  0.31
H: 2.15151 -0.82412 0.11572  0.33
O: 1.19561 -0.44392 -4.09867  -0.63
H: 1.39644 0.48432 -4.02148  0.32
H: 0.59374 -0.49060 -3.34444  0.31
O: -2.61570 2.48398 1.13270  -0.65
H: -2.15772 1.89269 1.75712  0.33
H: -1.85959 2.59321 0.53969  0.32

Results
- lowest unoccupied orbital energy (eV) = 0.40
- HOMO-LUMO gap (eV) = 9.74
- multiplicity = 1
- SMILES = C=C(C)O.O.O

<S>
DFT (ωB97M-V with the def2-TZVPD basis set) results for a cluster of 3 separate species, C3H10O3 in total.

Each line ends with the Mulliken charge.
Geometry (Å):
C: 1.07460 -0.93378 1.26003  -1.11
C: 0.50357 0.44921 1.38099  0.13
C: -0.78694 0.71438 1.31209  -0.48
O: -1.32161 2.04048 1.36481  -0.48
H: 1.55673 -1.12901 0.29603  0.26
H: 0.43912 -1.83046 1.26673  0.32
H: 1.84572 -1.17938 2.00053  0.30
H: 1.20703 1.27341 1.39351  0.32
H: -1.50789 -0.05133 1.04828  0.42
H: -1.16401 2.22517 0.42638  0.31
O: 3.04551 -0.58536 -4.61669  -0.64
H: 3.69505 -0.85467 -3.97323  0.32
H: 2.98674 -1.38474 -5.15734  0.32
O: -3.78481 0.04943 0.60196  -0.65
H: -3.70878 0.51137 1.44531  0.33
H: -4.08003 0.68530 -0.04940  0.31

Results
- lowest unoccupied orbital energy (eV) = 0.76
- HOMO-LUMO gap (eV) = 10.21
- multiplicity = 1
- SMILES = C/C=C/O.O.O

<S> comes first in stability; the runner-up is 20.5 kJ/mol higher.

<P>
DFT (ωB97M-V with the def2-TZVPD basis set) results for a structure of composition C26H23Cl2N10NaO2.

Each line ends with the Mulliken charge.
Geometry (Å):
Na: -0.73277 -0.41734 -0.28576  0.99
Cl: -6.79965 3.04692 -2.20534  -0.28
C: -5.28296 2.17718 -2.30160  -0.02
C: -4.57730 1.92945 -1.14180  -0.39
C: -3.35685 1.24870 -1.14297  0.30
N: -2.60635 1.09941 0.03735  -0.29
C: -3.24541 0.96391 1.18319  0.11
O: -4.45264 0.75511 1.43801  -0.78
C: -2.39059 1.07524 2.44794  0.87
C: -2.75065 0.27721 3.54320  -0.76
C: -2.08919 0.42762 4.74112  -0.26
C: -1.10266 1.40656 4.84311  -0.59
C: -0.81288 2.14717 3.71516  -0.08
N: -1.41922 1.98129 2.53450  -0.55
C: -2.82839 0.80524 -2.39036  -0.22
C: -3.57560 1.05940 -3.55181  -0.88
C: -4.78242 1.73088 -3.51168  0.05
Cl: -5.65232 2.00200 -5.00710  -0.28
N: -1.62409 0.10680 -2.36804  -0.16
C: -1.00292 -0.27875 -3.47115  0.06
O: -1.27323 -0.08370 -4.67539  -0.85
C: 0.27386 -1.09688 -3.22233  0.40
C: 1.03065 -1.47554 -4.32846  -0.58
C: 2.18590 -2.21335 -4.14434  -0.52
C: 2.55610 -2.57378 -2.85593  -0.84
C: 1.73940 -2.16027 -1.81689  -0.39
N: 0.63471 -1.43125 -1.97813  0.05
H: -4.98849 2.25905 -0.20036  0.53
H: -3.56622 -0.42035 3.41231  0.48
H: -2.34051 -0.19334 5.59312  0.38
H: -0.56560 1.58191 5.76628  0.39
H: -0.04236 2.91244 3.74930  0.34
H: -3.18079 0.72642 -4.49727  0.68
H: 0.67548 -1.17040 -5.30205  0.45
H: 2.79071 -2.51140 -4.99317  0.39
H: 3.44444 -3.15248 -2.64029  0.42
H: 1.99163 -2.43995 -0.79856  0.59
N: -0.22505 -1.54277 1.76271  -0.29
C: 0.85575 -0.87234 2.49066  -0.58
C: 1.76616 -0.11898 1.53734  -0.55
N: 1.06643 0.93997 0.82238  0.51
C: 1.94166 1.93266 0.21262  -1.23
C: 2.31787 1.59024 -1.22247  -0.07
N: 1.24068 1.96967 -2.13127  -0.72
H: 0.07419 -2.47123 1.47806  0.20
H: -1.04099 -1.65266 2.35086  0.20
H: 0.41491 -0.17202 3.20286  0.00
H: 1.46704 -1.57864 3.06407  0.49
H: 2.64459 0.26638 2.08182  0.39
H: 2.17802 -0.83342 0.81402  0.19
H: 0.38344 1.39404 1.41883  -0.08
H: 1.41543 2.89032 0.19796  0.39
H: 2.86125 2.06029 0.80609  0.42
H: 3.21446 2.15631 -1.49478  0.44
H: 2.57929 0.52324 -1.26879  0.07
H: 0.35256 1.58082 -1.82121  0.18
H: 1.39639 1.58087 -3.05398  0.28
N: 1.35786 -4.26140 1.43974  -0.65
C: 2.50993 -4.13675 1.41978  0.25
C: 3.90839 -3.98402 1.39418  0.10
C: 4.61352 -3.73368 2.58863  0.23
N: 5.19092 -3.52899 3.57049  -0.60
C: 4.60120 -4.12901 0.17418  0.31
N: 5.16987 -4.24824 -0.82685  -0.63

Results
- lowest unoccupied orbital energy (eV) = 3.78
- HOMO-LUMO gap (eV) = 5.82
- multiplicity = 1
- charge = -2

<Q>
DFT (ωB97M-V with the def2-TZVPD basis set) results for a structure of composition C26H23Cl2N10NaO2.

Each line ends with the Mulliken charge.
Geometry (Å):
Na: 0.44310 0.68797 0.69445  0.67
Cl: 4.31648 -4.60855 -1.58271  -0.30
C: 3.28267 -3.19866 -1.56926  0.10
C: 3.16939 -2.44640 -0.40169  -0.19
C: 2.36814 -1.31759 -0.33446  0.24
N: 2.34698 -0.48764 0.77549  -0.51
C: 2.26697 -0.92899 2.00471  0.05
O: 2.06175 -2.09119 2.44894  -0.85
C: 2.45486 0.17290 3.02718  0.55
C: 2.95637 -0.15944 4.28829  -0.61
C: 3.18612 0.84059 5.21232  -0.33
C: 2.88020 2.15164 4.86533  -0.54
C: 2.34995 2.38053 3.60498  -0.35
N: 2.14355 1.42904 2.70355  -0.10
C: 1.60778 -0.91093 -1.49137  0.01
C: 1.77699 -1.67661 -2.66205  -0.50
C: 2.58684 -2.80223 -2.69261  -0.11
Cl: 2.71059 -3.69976 -4.19053  -0.29
N: 0.83030 0.18268 -1.34058  -0.81
C: -0.18186 0.57123 -2.18695  2.57
O: 0.17531 1.49848 -3.37324  -0.68
C: -1.09136 -0.52919 -2.70524  -0.79
C: -1.15921 -0.87127 -4.05692  -0.67
C: -1.96346 -1.92602 -4.44341  -0.65
C: -2.70072 -2.59692 -3.47676  -0.84
C: -2.60156 -2.15685 -2.16837  -0.19
N: -1.82350 -1.15175 -1.78651  -0.03
H: 3.72717 -2.75017 0.47389  0.49
H: 3.14918 -1.20013 4.50961  0.43
H: 3.59000 0.60893 6.19135  0.39
H: 3.03882 2.97027 5.55602  0.35
H: 2.07080 3.38601 3.30107  0.40
H: 1.28685 -1.37927 -3.57363  0.54
H: -0.57930 -0.30870 -4.77490  0.44
H: -2.00947 -2.22930 -5.48268  0.41
H: -3.33115 -3.43864 -3.73399  0.37
H: -3.17854 -2.63283 -1.37908  0.36
N: -0.72121 2.76829 1.23369  -0.14
C: -2.08950 2.51501 1.70708  -0.77
C: -2.67149 1.33060 0.94220  -0.81
N: -1.82910 0.14891 1.10031  0.59
C: -2.39079 -0.87944 1.95566  -0.83
C: -1.33345 -1.90978 2.36225  -0.65
N: -0.65122 -2.45527 1.20019  -0.24
H: -0.44213 3.70849 1.48226  0.29
H: -0.73439 2.72785 0.21074  -0.10
H: -2.75602 3.37737 1.56556  0.45
H: -2.04902 2.28231 2.77968  0.34
H: -2.68841 1.60852 -0.10826  0.30
H: -3.70424 1.15063 1.27486  0.44
H: -1.63548 -0.26837 0.18623  -0.05
H: -3.23214 -1.40666 1.46735  0.30
H: -2.78893 -0.41101 2.86263  0.45
H: -1.81599 -2.68274 2.98326  0.42
H: -0.58604 -1.40749 2.98079  0.12
H: -1.13241 -3.25156 0.80562  0.18
H: 0.30076 -2.72669 1.44476  0.14
N: -0.97415 1.68718 -1.64267  -0.39
C: -0.60324 2.37492 -2.69005  0.22
C: -0.92077 3.69895 -3.08328  -0.06
C: -0.46444 4.28503 -4.27387  0.04
N: -0.11063 4.79629 -5.25223  -0.75
C: -1.73280 4.46229 -2.22536  0.20
N: -2.39976 5.09515 -1.51965  -0.74

Results
- lowest unoccupied orbital energy (eV) = 3.68
- HOMO-LUMO gap (eV) = 5.00
- multiplicity = 1
- charge = -2

<P> comes first in stability; the runner-up is 210.7 kJ/mol higher.

<P>
DFT (ωB97M-V with the def2-TZVPD basis set) results for a structure of composition C3F5N.

Each line ends with the Mulliken charge.
Geometry (Å):
C: 1.27023 0.71697 0.61571  -0.51
C: 0.87850 -0.42007 -0.09596  0.78
C: -1.20556 0.49608 -0.07788  0.55
N: -0.44497 -0.55403 -0.15088  0.20
F: 2.50745 1.13071 0.39358  -0.14
F: 1.63130 -1.39092 -0.59938  -0.22
F: -1.20430 1.40664 -1.02437  -0.14
F: -2.28065 0.55943 0.64785  -0.15
F: -1.15199 -1.94482 0.29133  -0.36

Results
- lowest unoccupied orbital energy (alpha / beta) (eV) = -1.71 / -1.71
- HOMO-LUMO gap (alpha / beta) (eV) = 8.24 / 8.24
- multiplicity = 1

<Q>
DFT (ωB97M-V with the def2-TZVPD basis set) results for an isolated molecule of C3F5N.

Each line ends with the Mulliken charge.
Geometry (Å):
F: -1.68518 -0.85272 -1.19934  -0.22
C: -1.41505 -0.05775 -0.19729  1.01
F: -2.20434 -0.34480 0.84776  -0.22
F: -1.63448 1.17006 -0.63785  -0.22
C: 0.01689 -0.03197 0.29700  -0.44
N: 0.78801 -0.04437 1.30262  -0.49
C: 1.47226 0.02577 0.01756  1.05
F: 2.10835 1.16652 -0.35481  -0.24
F: 2.19850 -0.96108 -0.57467  -0.23

Results
- lowest unoccupied orbital energy (eV) = -0.09
- HOMO-LUMO gap (eV) = 11.02
- multiplicity = 1
- SMILES = FC(F)(F)C1=NC1(F)F

<Q> comes first in stability; the runner-up is 489.8 kJ/mol higher.

<P>
DFT (ωB97M-V with the def2-TZVPD basis set) results for an isolated molecule of C9H10O.

Each line ends with the Mulliken charge.
Geometry (Å):
O: 1.96527 -2.72957 1.12246  -0.55
C: 1.18018 -1.80830 1.04659  0.39
C: 1.20160 -0.39341 0.63591  -0.39
C: 0.60511 0.89466 1.19553  0.33
C: 1.35915 2.15351 1.70129  -0.67
C: 0.43446 2.13175 0.39256  -0.79
C: 0.67639 -1.37203 -0.19021  -0.07
C: -0.79614 -1.41643 -0.60733  0.05
C: -1.59935 -0.30285 -1.38157  -0.64
C: -1.26330 -1.62714 -2.07000  -0.58
H: -0.22953 0.50974 1.80823  0.35
H: 0.98076 2.64204 2.65010  0.25
H: 2.45834 2.22460 1.45301  0.25
H: 0.89653 2.11364 -0.56538  0.36
H: -0.53057 2.54175 0.58271  0.26
H: -1.30568 -2.08671 0.06129  0.45
H: -1.00061 0.52882 -1.70535  0.20
H: -2.55434 -0.06934 -1.04591  0.30
H: -0.43885 -1.53527 -2.90116  0.22
H: -2.03940 -2.39947 -2.18277  0.29

Results
- lowest unoccupied orbital energy (eV) = -0.11
- HOMO-LUMO gap (eV) = 8.55
- multiplicity = 1
- SMILES = O=c1c(C2CC2)c1C1CC1

<Q>
DFT (ωB97M-V with the def2-TZVPD basis set) results for a structure of composition C9H10O.

Each line ends with the Mulliken charge.
Geometry (Å):
C: 1.29085 -0.71580 0.47452  -0.97
C: 1.10681 -0.97568 -0.89285  -0.38
C: -1.18276 -0.18566 -0.91954  -1.00
C: 0.15190 -0.29573 1.08601  0.59
C: -0.99583 -0.06284 0.41842  -0.17
C: -0.12298 -0.75522 -1.60145  0.78
C: -0.51282 0.03484 2.28843  0.14
C: -0.30074 -1.15678 -3.08518  -1.21
C: 0.09436 2.20189 2.35264  -0.64
O: -0.41014 1.12528 3.02973  -0.37
H: 2.17904 -1.02695 1.00226  0.43
H: 1.98826 -1.05738 -1.50818  0.31
H: -2.09309 -0.15764 -1.42445  0.40
H: -1.05438 -0.83080 2.88664  0.29
H: -1.11058 -0.57742 -3.56799  0.35
H: 0.55938 -0.71502 -3.65563  0.31
H: -0.23841 -2.23398 -3.20636  0.30
H: 0.41118 3.05076 2.87027  0.31
H: -0.71275 2.50431 1.69000  0.28
H: 0.95269 1.82982 1.76271  0.26

Results
- lowest unoccupied orbital energy (eV) = 0.88
- HOMO-LUMO gap (eV) = 8.95
- multiplicity = 1

<Q> comes first in stability; the runner-up is 257.1 kJ/mol higher.

<P>
DFT (ωB97M-V with the def2-TZVPD basis set) results for an isolated molecule of C9H11N.

Each line ends with the Mulliken charge.
Geometry (Å):
C: -0.23015 2.35988 -0.17998  -1.03
C: -1.43345 0.50647 -0.05740  -0.54
C: -1.54704 1.90906 -0.02868  0.69
C: -0.12779 0.12760 -0.04981  0.50
C: 0.47258 -1.18645 -0.00159  0.91
C: -0.45890 -2.23474 -0.23743  -1.08
C: 1.79265 -1.31615 0.24281  -0.24
C: -2.80389 2.67188 -0.05962  -1.13
C: 2.60124 -2.59523 0.26969  -1.42
N: 0.61569 1.29118 -0.07740  -0.02
H: 0.15159 3.25171 -0.39260  0.52
H: -0.23886 -3.33511 -0.19965  0.28
H: -1.57408 -1.88671 -0.31336  0.24
H: 2.44641 -0.48876 0.56507  0.15
H: -3.52725 1.92789 0.31070  0.34
H: -2.69127 3.63362 0.52364  0.31
H: -3.17189 2.82852 -1.10573  0.24
H: 2.81336 -2.81985 -0.71206  0.35
H: 1.97394 -3.41352 0.53566  0.36
H: 3.31912 -2.50973 0.99148  0.42
H: 1.61796 1.27844 -0.02372  0.15

Results
- lowest unoccupied orbital energy (alpha / beta) (eV) = -0.21 / -0.60
- HOMO-LUMO gap (alpha / beta) (eV) = 7.37 / 7.07
- multiplicity = 1

<Q>
DFT (ωB97M-V with the def2-TZVPD basis set) results for a structure of composition C9H11N.

Each line ends with the Mulliken charge.
Geometry (Å):
C: -2.85679 0.41698 -0.69593  -0.42
C: -1.56711 0.81595 -0.92142  -0.37
C: -2.88990 -0.45931 0.36485  -0.74
C: -0.82523 0.19702 0.03033  0.23
C: 2.36579 1.83820 -0.76262  -0.93
C: 1.71844 -2.16439 1.20009  -0.62
C: 1.26217 1.11880 -0.79169  -0.30
C: 1.32358 -1.44235 0.16476  -0.38
C: 0.62196 0.37339 0.32824  0.29
N: -1.60463 -0.49605 0.94423  -0.09
H: -3.77568 0.63285 -1.31585  0.32
H: -1.34839 1.41358 -1.84721  0.27
H: -3.76221 -0.73193 0.89158  0.38
H: 2.53330 2.52159 -1.67967  0.20
H: 2.97603 1.92997 0.06807  0.35
H: 2.39166 -3.10885 1.21252  0.23
H: 1.83524 -1.74924 2.19096  0.25
H: 0.61983 1.14214 -1.62865  0.20
H: 1.40530 -1.60265 -0.82460  0.45
H: 0.83955 0.45675 1.41822  0.43
H: -1.26291 -1.10246 1.65380  0.25

Results
- lowest unoccupied orbital energy (eV) = 1.00
- HOMO-LUMO gap (eV) = 8.78
- multiplicity = 1

<Q> comes first in stability; the runner-up is 124.1 kJ/mol higher.